No. 1
65
Properties=species:S:1:pos:R:3:nbo_charge:R:1 method="wB97M-V/def2-TZVPD" e_homo_ev=-5.65 largest_force_ev_per_a=2.41 lumo_ev=2.935 molar_mass_g_mol=1115.3 total_charge=-2
Zn -11.246 10.032 -20.919 1.7869
Zn -12.149 14.778 -17.468 1.7775
S -12.915 12.938 -20.292 2.4362
S -9.754 9.985 -18.000 2.3730
S -12.389 18.049 -18.472 2.3639
S -15.344 14.188 -16.219 2.3537
S -13.254 9.348 -23.528 2.3693
S -8.834 14.979 -18.346 2.3889
F -7.687 11.574 -18.301 -0.2848
F -6.659 14.396 -16.965 -0.3138
F -17.352 13.523 -17.768 -0.3118
F -13.506 9.899 -26.061 -0.3059
F -8.436 13.446 -16.253 -0.3412
F -17.648 15.421 -16.807 -0.3159
F -11.653 10.602 -25.162 -0.3069
F -7.778 10.421 -16.500 -0.2983
F -13.515 11.604 -24.815 -0.3162
F -14.541 19.575 -18.276 -0.3213
F -14.742 17.655 -17.288 -0.3202
F -16.313 15.242 -18.421 -0.3112
F -7.199 9.502 -18.323 -0.3269
F -13.715 14.998 -21.629 -0.3126
F -8.209 15.501 -15.854 -0.3252
F -13.515 19.198 -16.364 -0.3122
F -11.616 14.859 -21.519 -0.2833
F -12.718 13.505 -22.812 -0.3274
O -12.614 18.427 -19.854 -0.9931
O -13.156 18.731 -22.481 -0.9856
O -12.543 13.695 -19.138 -1.0629
O -14.157 14.688 -16.911 -1.0838
O -16.274 11.687 -22.148 -0.9887
O -10.003 10.100 -19.453 -1.1420
O -15.427 12.750 -16.147 -1.0152
O -10.218 14.783 -17.913 -1.1200
O -12.324 16.588 -18.284 -1.1002
O -8.363 13.999 -19.273 -0.9694
O -9.870 8.652 -17.523 -0.9582
O -8.487 16.325 -18.650 -0.9511
O -14.593 9.534 -23.087 -0.9454
O -15.623 14.870 -14.992 -0.9688
O -12.867 8.065 -24.044 -0.9673
O -10.460 10.979 -17.247 -0.9968
O -12.285 9.834 -22.522 -1.1529
O -11.951 11.897 -20.621 -1.1183
O -14.275 12.564 -20.416 -0.9700
O -11.305 18.749 -17.860 -0.9517
O -12.777 9.246 -19.724 -1.0222
O -12.002 13.174 -16.222 -1.0194
O -15.860 10.445 -17.580 -0.9937
C -16.778 14.618 -17.371 0.7137
C -13.884 18.666 -17.529 0.7085
C -12.689 14.170 -21.649 0.7072
C -7.978 10.421 -17.768 0.7238
C -7.945 14.582 -16.777 0.6838
C -12.942 10.410 -24.993 0.7075
H -15.542 11.098 -22.432 0.4875
H -12.170 13.142 -15.273 0.5039
H -11.543 12.328 -16.457 0.5461
H -13.149 18.586 -21.487 0.5106
H -13.138 8.364 -19.884 0.5041
H -13.288 9.604 -18.957 0.5418
H -13.471 17.896 -22.844 0.4552
H -15.881 11.204 -16.956 0.5083
H -15.875 12.255 -21.454 0.4891
H -16.169 10.836 -18.413 0.4714


No. 2
125
Properties=species:S:1:pos:R:3:mulliken_charge:R:1 method="wB97M-V/def2-TZVPD" e_homo_ev=-4.43 largest_force_ev_per_a=0.78 lumo_ev=1.509 molar_mass_g_mol=907.1 total_charge=-1
S -2.308 -0.906 5.127 1.2363
P -2.590 3.246 2.336 0.6072
O -1.885 4.720 1.544 -0.4582
O -4.132 3.853 1.668 -0.6401
O -1.612 -0.382 6.261 -0.6391
O -3.542 -0.310 4.720 -0.6460
O -2.636 -2.446 5.480 -0.5257
N -0.279 -5.965 -1.496 -0.2936
N 1.032 -6.027 -9.285 -0.4080
N -0.268 11.247 2.232 -0.5495
N 0.126 3.363 6.112 -0.0354
N 4.516 -7.714 0.597 -0.2390
N 1.337 -3.103 3.046 -0.2075
N -2.845 4.131 3.862 -0.8874
N -1.986 -4.358 -6.898 -0.3095
N 1.536 6.175 3.113 -0.0826
C 2.263 -3.932 3.523 -0.4584
C 2.290 -6.155 -8.873 -0.1870
C -0.281 0.136 3.556 -0.3536
C -2.324 -3.572 -9.545 -0.1446
C 5.980 -9.589 0.312 -0.5523
C -0.602 -5.189 -2.529 -0.2929
C -0.928 11.615 4.505 -0.2470
C -3.902 4.196 0.339 0.2207
C 0.486 6.387 2.316 -0.5927
C 4.099 -7.895 -0.655 -0.0297
C -3.356 -4.187 -8.854 -0.5497
C 0.856 2.828 8.328 -0.6231
C -5.039 5.037 -0.237 -0.7498
C 0.839 -5.744 -10.572 -0.2056
C -0.889 2.572 2.893 -0.1899
C 1.766 3.873 8.299 -0.2351
C 5.534 -9.765 -0.989 -0.1292
C 3.392 -6.007 -9.704 -0.4151
C 0.589 6.983 1.067 -1.3674
C 2.818 -4.968 2.786 -0.6557
C -0.393 9.410 3.770 -0.0286
C -1.128 -7.049 -3.916 -0.1835
C -2.557 4.959 0.356 -0.7609
C -4.730 5.447 -1.694 -1.1208
C -3.137 -4.558 -7.537 -0.2991
C 2.732 6.557 2.667 -0.4050
C 0.937 -3.292 1.790 -0.2056
C -0.381 -7.281 -1.666 -0.2833
C 5.440 -8.554 1.059 -0.1852
C 2.939 7.158 1.436 -0.5794
C 1.428 -4.296 0.969 -0.5715
C 4.573 -8.900 -1.484 -0.7144
C -1.005 -3.769 -7.575 -0.0077
C -0.655 12.052 3.218 -0.3233
C -1.122 -3.356 -8.893 -0.7267
C 2.389 -5.152 1.482 0.3429
C -0.796 -7.871 -2.850 -0.6156
C -0.793 10.264 4.784 -0.6183
C 1.869 -5.581 -11.486 -0.4485
C 1.002 4.364 6.094 -0.0896
C -1.179 -1.082 3.767 -0.6727
C 1.843 4.659 7.160 -0.7363
C 3.175 -5.715 -11.039 -0.1823
C -0.718 1.122 2.432 -0.7552
C -0.142 9.950 2.516 -0.2373
C -1.033 -5.677 -3.755 -0.2995
C 0.060 2.614 7.209 -0.3201
C 1.838 7.375 0.620 0.1079
H -3.920 -5.037 -6.960 0.3727
H 1.029 4.954 5.183 0.4546
H -0.476 6.061 2.687 1.2331
H -1.655 0.761 1.992 0.4633
H -3.249 2.094 2.879 -0.0432
H 5.930 -10.562 -1.604 0.3761
H -0.289 -2.881 -9.393 0.4091
H -0.999 9.881 5.775 0.4039
H 4.006 -5.593 -11.721 0.3665
H -0.512 -4.121 -2.362 0.3836
H 0.067 1.074 1.675 0.0585
H 1.955 7.846 -0.349 0.3935
H 3.934 7.450 1.128 0.4016
H -0.753 13.102 2.960 0.3496
H 0.762 2.188 9.196 0.3863
H -3.402 -2.663 4.941 0.3518
H 2.419 -6.387 -7.821 0.3729
H -3.963 4.795 -2.116 0.3104
H 2.571 -3.754 4.548 0.3951
H 2.539 5.484 7.093 0.3995
H -0.115 -7.889 -0.807 0.4059
H 3.569 -5.614 3.222 0.3914
H 6.730 -10.239 0.740 0.3483
H -0.794 2.634 3.977 0.0139
H 0.683 -0.285 3.261 0.2973
H -1.288 -5.003 -4.563 0.4629
H -0.858 -8.948 -2.931 0.3682
H -3.838 4.294 3.979 0.2984
H 0.184 -2.598 1.428 0.3491
H -1.973 4.741 -0.554 0.2408
H -0.078 -3.623 -7.032 0.4089
H -1.459 -7.468 -4.858 0.4097
H 0.174 9.316 1.698 0.4710
H -5.609 5.349 -2.333 0.3695
H 4.393 -6.120 -9.309 0.3521
H -0.297 7.127 0.463 0.4541
H -1.805 -1.285 2.894 0.3737
H -0.117 3.216 2.461 0.3083
H 1.651 -5.354 -12.520 0.3577
H -0.278 8.350 3.946 0.3944
H 2.406 4.071 9.151 0.3530
H 2.800 -5.950 0.882 0.4020
H -2.793 6.037 0.273 0.4068
H 1.064 -4.416 -0.040 0.2563
H -4.380 6.476 -1.752 0.2598
H -5.206 5.916 0.386 0.3638
H -2.331 2.576 1.064 -0.0443
H -1.239 12.317 5.267 0.3627
H -0.196 -5.641 -10.879 0.4030
H 3.346 -7.198 -1.009 0.3568
H -0.609 -1.991 3.955 0.3569
H -2.455 -3.265 -10.575 0.4050
H -0.115 0.663 4.492 0.3783
H 3.567 6.368 3.335 0.3891
H -4.312 -4.374 -9.323 0.3746
H -3.868 3.293 -0.291 0.1514
H -2.419 5.049 3.831 0.1713
H 4.194 -9.000 -2.492 0.3473
H 5.760 -8.385 2.081 0.3558
H -0.665 1.806 7.184 0.4270
H -5.932 4.409 -0.245 0.3647


No. 3
15
Properties=species:S:1:pos:R:3:nbo_charge:R:1 method="wB97M-V/def2-TZVPD" e_homo_ev=-9.09 largest_force_ev_per_a=5.07 lumo_ev=-0.396 molar_mass_g_mol=104.1 total_charge=0
O -0.182 0.786 -0.428 -0.2364
O -1.760 -0.674 -0.940 -0.4263
O -0.704 1.157 0.844 -0.4052
C -2.723 -0.325 -0.189 0.0607
C 2.189 0.706 -0.603 -0.6676
C 1.005 0.102 0.071 0.3226
C 0.960 -1.036 0.750 -0.4645
H 2.435 1.658 -0.137 0.2284
H 0.088 -1.383 1.271 0.2077
H 3.027 0.013 -0.568 0.2186
H 1.839 -1.660 0.773 0.2125
H -3.385 0.467 -0.573 0.1555
H -1.593 0.350 0.884 0.4078
H 1.972 0.894 -1.657 0.2273
H -3.167 -1.056 0.501 0.1589


Summary of frontier orbital gap in eV
8.589, 5.941, 8.697
(order as listed above)